{
  "formula": "C45H43BF9GaN6O3P2S",
  "method": "ωB97M-V/def2-TZVPD",
  "homo_ev": -7.93,
  "lumo_energy_ev": 0.14,
  "spin_multiplicity": 1,
  "relative_energy_kcal_mol": 22.45,
  "gap_ev": 8.0735,
  "symbols": ["Ga", "N", "C", "S", "N", "N", "C", "C", "C", "C", "C", "C", "C", "O", "H", "H", "H", "H", "H", "H", "H", "C", "N", "C", "N", "C", "N", "C", "P", "C", "C", "H", "H", "H", "H", "H", "H", "H", "H", "H", "H", "H", "H", "C", "C", "C", "C", "C", "C", "C", "C", "O", "B", "O", "C", "C", "H", "H", "H", "H", "H", "H", "H", "H", "H", "H", "H", "H", "F", "C", "F", "F", "C", "C", "C", "C", "C", "C", "P", "C", "C", "C", "C", "C", "C", "C", "F", "F", "F", "C", "C", "C", "C", "C", "C", "C", "F", "F", "F", "H", "H", "H", "H", "H", "H", "H", "H", "H", "H", "H", "H"],
  "coordinates": [[-0.4157, 2.2240, 1.2504], [-1.0171, -2.2086, 3.0684], [-1.3670, -0.9372, 2.7188], [-0.9993, 0.3340, 3.9626], [-1.9399, -0.6919, 1.6219], [-2.1999, 0.6075, 1.2393], [-3.4375, 0.9403, 1.2934], [-4.0056, 2.2227, 0.9188], [-5.3994, 2.3195, 0.8173], [-6.0138, 3.5098, 0.4954], [-5.2243, 4.6432, 0.2792], [-3.8502, 4.5794, 0.3873], [-3.2116, 3.3729, 0.7151], [-1.9120, 3.3020, 0.8296], [-0.7538, -2.3791, 4.0220], [-1.4392, -2.9649, 2.5565], [-4.1545, 0.2023, 1.6594], [-5.9965, 1.4284, 0.9808], [-7.0918, 3.5715, 0.4288], [-5.6963, 5.5856, 0.0295], [-3.2289, 5.4524, 0.2265], [3.6223, -2.8203, -0.4586], [2.2264, -2.6771, -0.8640], [2.1604, -1.7421, -1.9847], [2.7674, -0.4425, -1.7040], [4.1473, -0.6543, -1.2730], [4.2677, -1.5532, -0.1291], [3.6973, -0.9608, 1.0786], [1.8665, -0.5595, 0.9566], [1.3879, -2.2277, 0.2486], [2.0034, 0.2969, -0.6997], [4.1701, -3.2755, -1.2869], [3.6758, -3.4841, 0.4065], [1.1131, -1.5907, -2.2471], [2.6815, -2.1856, -2.8361], [4.5912, 0.3094, -1.0170], [4.7019, -1.0885, -2.1077], [4.2325, -0.0371, 1.3139], [3.8466, -1.6437, 1.9193], [0.3484, -2.1619, -0.0839], [1.4355, -2.9643, 1.0538], [2.4557, 1.2812, -0.5527], [0.9868, 0.4635, -1.0651], [7.7300, -0.2246, 4.5947], [6.6434, 0.7464, 5.0812], [6.8278, 2.0831, 4.3541], [6.8226, 0.9773, 6.5908], [5.2447, 0.1712, 4.8528], [5.0129, -1.1987, 5.0153], [3.7486, -1.7708, 4.8924], [2.7139, -0.9191, 4.5914], [1.3688, -1.1925, 4.4412], [0.7897, 0.0354, 4.1621], [1.7193, 1.0547, 4.1695], [2.9237, 0.4372, 4.4293], [4.1666, 1.0106, 4.5554], [8.6946, 0.2846, 4.5726], [7.5117, -0.5919, 3.5901], [7.8327, -1.0825, 5.2604], [7.8677, 2.4027, 4.4331], [6.2137, 2.8712, 4.7928], [6.5764, 1.9952, 3.2948], [7.7996, 1.4252, 6.7908], [6.7579, 0.0343, 7.1367], [6.0521, 1.6484, 6.9755], [5.8410, -1.8523, 5.2522], [3.5860, -2.8316, 5.0289], [4.2821, 2.0768, 4.4196], [-1.5022, -3.7124, -7.9899], [-1.9302, -4.3379, -6.8793], [-1.1221, -5.3912, -6.6770], [-3.1531, -4.8302, -7.1601], [-1.9633, -3.4121, -5.6973], [-1.5932, -3.8665, -4.4423], [-1.6152, -2.9883, -3.3681], [-2.0158, -1.6655, -3.5341], [-2.4155, -1.2342, -4.7978], [-2.3870, -2.1013, -5.8768], [-1.9590, -0.5736, -2.0402], [-1.7103, 1.0600, -2.8328], [-0.6022, 1.2034, -3.6730], [-0.1831, 2.4537, -4.0943], [-0.8729, 3.5823, -3.6771], [-1.9880, 3.4585, -2.8644], [-2.3959, 2.2049, -2.4374], [-0.4131, 4.9565, -4.0658], [-0.2976, 5.7593, -2.9917], [0.7794, 4.9415, -4.6823], [-1.2829, 5.5577, -4.9018], [-3.7651, -0.6809, -1.6832], [-4.1311, -1.6140, -0.7145], [-5.4622, -1.7915, -0.3677], [-6.4346, -1.0211, -0.9873], [-6.0883, -0.1021, -1.9679], [-4.7594, 0.0544, -2.3241], [-7.8694, -1.1298, -0.5610], [-8.1967, -0.1439, 0.3046], [-8.1339, -2.2914, 0.0569], [-8.7147, -1.0249, -1.5989], [-1.2724, -4.8907, -4.3105], [-1.2973, -3.3346, -2.3908], [-2.7388, -0.2115, -4.9458], [-2.6826, -1.7629, -6.8614], [-0.0408, 0.3325, -3.9920], [0.6904, 2.5496, -4.7244], [-2.5256, 4.3392, -2.5366], [-3.2447, 2.1333, -1.7720], [-3.3593, -2.1842, -0.2131], [-5.7464, -2.5169, 0.3830], [-6.8596, 0.4856, -2.4489], [-4.5034, 0.7555, -3.1075]],
  "forces_ev_per_a": [[0.0090, -0.2064, -0.1823], [-0.0114, -0.0127, -0.0140], [0.3288, 0.1114, 0.6367], [-0.1114, 0.0782, -0.3308], [-0.2908, -0.5424, -0.4260], [0.1135, 0.4909, 0.4363], [-0.2173, 0.0769, -0.1024], [-0.0113, 0.0067, 0.0820], [-0.0478, -0.0710, -0.0237], [-0.0426, 0.0374, 0.0114], [0.0624, -0.1037, 0.0135], [0.0256, 0.1118, -0.0671], [0.0504, -0.5181, 0.0335], [0.0254, 0.8104, -0.1159], [-0.0103, -0.0359, -0.0174], [0.0228, 0.0240, -0.0807], [0.0184, -0.0844, -0.1317], [-0.0111, 0.0076, 0.0336], [0.0170, -0.0234, -0.0336], [0.0097, 0.0021, 0.0012], [-0.0206, -0.0202, 0.0263], [-0.0902, 0.1288, 0.0037], [-0.0558, -0.1376, -0.0766], [0.0390, 0.0732, 0.1692], [-0.0073, 0.0393, -0.1223], [-0.1390, -0.0441, 0.0750], [0.1940, -0.0375, 0.0047], [-0.2275, 0.0713, 0.0548], [0.2752, -0.3348, -0.0778], [0.0434, 0.2206, 0.0647], [-0.0950, -0.0177, 0.1563], [0.0095, -0.0102, 0.0015], [0.0123, -0.0117, 0.0018], [-0.0870, -0.0009, -0.0796], [0.0076, -0.0171, -0.0035], [0.0199, 0.0070, -0.0154], [0.0080, -0.0011, -0.0104], [0.0477, -0.0083, 0.0340], [0.0388, 0.0192, 0.0154], [-0.0388, -0.0343, -0.0006], [-0.0373, -0.0372, 0.0195], [-0.0201, 0.0091, 0.0036], [-0.0277, 0.0408, -0.1008], [-0.0676, 0.0177, -0.0107], [0.0378, 0.0075, 0.0399], [-0.0501, -0.0424, -0.0062], [0.0451, 0.0257, -0.0449], [0.0144, -0.0506, 0.0206], [-0.0113, -0.0005, -0.0038], [-0.0159, -0.0503, -0.0429], [-0.0468, 0.0799, 0.0241], [-0.0205, -0.0596, 0.0231], [0.3174, -0.1262, -0.1291], [-0.0906, 0.1205, 0.1094], [-0.0693, -0.0701, 0.0683], [0.0010, 0.0780, -0.0798], [0.0056, -0.0178, 0.0234], [0.0352, 0.0248, -0.0052], [-0.0126, -0.0198, -0.0410], [-0.0101, 0.0046, 0.0101], [-0.0028, -0.0031, -0.0360], [0.0251, 0.0209, 0.0059], [-0.0149, -0.0225, 0.0108], [-0.0136, 0.0170, 0.0060], [0.0153, -0.0036, -0.0032], [-0.0010, 0.0135, -0.0002], [0.0203, 0.0112, 0.0013], [-0.0016, -0.0263, 0.0186], [0.0089, -0.0004, -0.0227], [-0.0432, -0.0134, 0.0178], [-0.0004, -0.0088, -0.0100], [-0.0094, -0.0083, -0.0077], [0.0174, -0.0210, 0.0320], [-0.0216, 0.0120, -0.0347], [0.0298, 0.0204, 0.0028], [0.2988, 0.0115, 0.0753], [-0.0395, -0.0604, -0.0358], [-0.0179, 0.0266, 0.0327], [-0.3688, -0.2303, -0.4412], [0.1775, -0.0004, 0.1712], [0.0147, -0.0216, 0.0209], [-0.0002, -0.0141, 0.0061], [0.0329, -0.0200, 0.0155], [-0.0284, -0.0095, 0.0421], [-0.0242, 0.0567, 0.0460], [-0.0149, 0.0100, -0.0259], [0.0055, 0.0076, -0.0163], [-0.0007, 0.0171, -0.0082], [-0.0164, 0.0147, -0.0216], [0.0826, 0.1114, 0.1594], [-0.0158, 0.0771, -0.0093], [-0.0122, 0.0105, -0.0561], [0.0204, -0.0372, 0.0449], [-0.0007, 0.0010, -0.0238], [-0.0333, -0.0110, -0.0200], [0.0114, 0.0297, 0.0067], [-0.0085, -0.0130, 0.0006], [-0.0097, -0.0108, 0.0085], [-0.0212, 0.0025, -0.0145], [0.0242, 0.0155, 0.0168], [0.0251, 0.0124, -0.0019], [0.0251, 0.0029, -0.0108], [0.0070, 0.0255, 0.0155], [0.0008, -0.0201, 0.0375], [-0.0108, 0.0012, 0.0065], [0.0086, -0.0011, 0.0320], [-0.0202, 0.0126, 0.0907], [-0.0013, 0.0120, 0.0555], [0.0322, 0.0053, 0.0049], [0.0295, -0.0015, -0.0262], [0.0003, 0.0218, 0.0203]]
}